[1]
DFT (the ωB97M-V functional and the def2-TZVPD basis) results for C18H25Cl6N3O5S2 as an isolated structure at a distorted geometry.

Computed properties:
HOMO energy = -0.33233 Eh
largest force on an atom = 0.0793 hartree/bohr
orbital gap = 7.78 eV

Cartesian coordinates (Å):
C (-4.3460, -4.6881, 1.6806)
C (-4.3974, -4.1682, 0.4065)
C (-3.1531, -3.4255, -0.1356)
C (-3.1437, -1.9681, -0.0194)
O (-4.2146, -1.2744, 0.5903)
N (-3.8757, -0.8381, 1.8820)
O (-3.1631, -1.5969, 2.4302)
C (-1.9301, -1.1755, -0.5311)
S (-2.0513, 0.6511, -0.3247)
C (-0.7549, -1.8057, -1.1397)
C (0.4262, -0.8908, -1.5789)
O (0.4303, -0.5744, -2.9777)
C (1.7455, -0.4325, -3.5104)
O (2.3368, 0.8410, -3.2924)
C (3.1870, 0.8850, -2.1329)
C (4.5496, 0.0697, -2.2934)
O (4.8954, -0.4476, -0.9857)
C (-0.7064, -3.3161, -1.2923)
N (0.3165, -4.0693, -1.8445)
S (-0.2816, -5.6332, -1.6871)
N (-1.7536, -5.4107, -0.9403)
C (-1.9487, -4.0516, -0.7627)
H (-3.3214, -5.0046, 2.0313)
H (-5.2464, -4.7728, 2.3381)
H (-5.3472, -4.2612, -0.1900)
H (-1.7214, 0.8714, 0.9915)
H (0.4431, 0.0894, -1.0207)
H (1.3845, -1.4177, -1.2623)
H (1.6385, -0.5430, -4.6323)
H (2.3629, -1.3094, -3.1663)
H (3.5015, 1.9677, -2.0215)
H (2.6608, 0.6356, -1.1626)
H (4.4323, -0.8363, -2.9577)
H (5.3630, 0.6966, -2.7377)
H (4.2171, -1.0792, -0.6918)
Cl (1.0320, 0.6613, 1.3311)
C (0.9534, -0.7309, 2.4424)
C (2.3166, -1.3187, 2.7271)
Cl (3.0127, -2.1240, 1.2971)
H (0.2816, -1.4727, 2.0075)
H (0.5058, -0.3678, 3.3686)
H (2.2357, -2.0765, 3.5073)
H (3.0195, -0.5571, 3.0638)
Cl (-1.9537, 1.7927, 4.1337)
C (-3.5869, 2.5050, 4.1586)
C (-3.9430, 3.1615, 2.8433)
Cl (-2.9798, 4.6293, 2.5418)
H (-3.6341, 3.2125, 4.9862)
H (-4.2836, 1.6917, 4.3659)
H (-4.9901, 3.4662, 2.8549)
H (-3.7958, 2.4812, 2.0040)
Cl (4.8395, 4.6798, -1.4221)
C (3.5252, 5.5244, -2.2793)
C (2.2388, 5.5343, -1.4840)
Cl (1.5195, 3.9112, -1.3539)
H (3.3920, 5.0456, -3.2494)
H (3.8636, 6.5475, -2.4478)
H (1.5029, 6.1687, -1.9798)
H (2.3939, 5.9181, -0.4758)

Atomic forces in eV per Å
C 0.61 0.57 -1.58
C 0.38 -0.67 1.41
C 0.26 2.21 -0.40
C 1.97 -3.03 -1.30
O 1.29 -0.41 -1.57
N 0.15 -1.09 1.23
O -0.17 1.10 -0.11
C 0.58 -1.75 0.30
S 0.05 -0.64 -0.20
C -1.74 0.74 0.63
C 0.63 0.12 0.92
O 0.69 -0.55 0.31
C -0.33 -0.42 -1.32
O 0.11 -1.26 0.75
C 1.26 1.14 0.06
C -1.42 -1.16 0.34
O 0.48 0.50 -0.52
C -1.27 1.54 0.57
N -3.69 -0.14 1.74
S -0.94 1.57 0.75
N 0.90 2.05 -0.51
C 1.87 -0.97 -0.93
H -1.28 1.01 0.28
H 0.87 -0.72 -0.96
H 1.04 0.97 0.68
H -0.10 -0.65 -0.64
H -0.45 -1.35 -0.49
H -0.97 0.36 -0.58
H -0.06 0.29 1.29
H -0.28 0.98 0.04
H -0.59 -1.17 -0.15
H 0.52 -0.14 -1.13
H -0.08 1.11 0.26
H -0.59 -0.51 0.87
H 0.23 0.46 -0.32
Cl 0.27 0.07 0.36
C -0.10 -0.11 0.12
C -0.06 0.15 0.21
Cl -0.04 -0.12 -0.02
H 0.09 0.06 -0.06
H 0.09 -0.01 -0.02
H -0.06 0.00 -0.10
H -0.05 -0.03 -0.15
Cl 0.09 -0.01 -0.05
C -0.27 0.01 0.02
C -0.12 -0.12 -0.01
Cl 0.04 -0.02 -0.01
H 0.11 -0.01 -0.12
H 0.05 0.02 -0.11
H 0.07 -0.02 0.08
H 0.06 0.04 0.08
Cl 0.00 -0.06 -0.01
C -0.09 0.15 -0.12
C 0.00 0.17 0.01
Cl -0.05 0.00 0.03
H -0.01 -0.06 0.14
H -0.04 -0.04 0.08
H 0.08 -0.06 -0.05
H 0.05 -0.11 -0.07

***

[2]
DFT (the ωB97M-V functional and the def2-TZVPD basis) results for C18H25ClCoIN6O5 as an isolated structure.

Computed properties:
multiplicity = 2
<S²> = 0.793
HOMO energy (alpha / beta) = -0.39539 / -0.39533 Eh
charge = +1
ΔE to the lowest compared entry with this formula, charge and spin = 0.0 kJ/mol
largest force on an atom = 0.0166 hartree/bohr
orbital gap (alpha / beta) = 8.45 / 8.45 eV

Cartesian coordinates (Å):
Co (-0.6318, 0.4323, -0.7379)
N (-0.7618, -1.3349, -1.5392)
C (-0.1019, -2.3208, -0.6446)
C (0.2558, -3.6559, -1.3262)
C (-0.4327, -4.8908, -0.7192)
C (0.3255, -5.5070, 0.4536)
N (0.7046, -4.4966, 1.4285)
C (0.0438, -4.1250, 2.5093)
N (0.3571, -2.9557, 3.0682)
N (-0.9447, -4.8619, 3.0366)
C (1.0622, -1.5732, 0.0434)
O (1.8942, -2.2332, 0.6867)
O (1.0484, -0.3199, -0.0527)
H (-1.7062, -1.6104, -1.7913)
H (-0.2383, -1.2607, -2.4111)
H (-0.8219, -2.5191, 0.1535)
H (1.3402, -3.7881, -1.3282)
H (-0.0395, -3.5845, -2.3752)
H (-0.5472, -5.6643, -1.4804)
H (-1.4450, -4.6229, -0.3995)
H (1.2487, -5.9671, 0.1001)
H (-0.2534, -6.3064, 0.9162)
H (1.3469, -3.7643, 1.0776)
H (1.0550, -2.3726, 2.6223)
H (-0.0462, -2.6574, 3.9392)
H (-1.0942, -5.8055, 2.7296)
H (-1.3907, -4.5741, 3.8903)
C (-2.1317, 5.7891, 1.7703)
C (-2.9670, 4.5456, 1.8431)
C (-3.4350, 4.0455, 3.0498)
C (-4.2016, 2.8880, 3.0896)
Cl (-4.7007, 2.2496, 4.6295)
C (-4.5283, 2.2130, 1.9328)
C (-4.0685, 2.6997, 0.7140)
C (-3.2953, 3.8507, 0.6731)
O (-2.8030, 4.3914, -0.4888)
C (-2.7061, 3.5203, -1.5867)
C (-1.7785, 2.3634, -1.2866)
O (-1.9667, 1.2270, -1.8534)
O (-0.8299, 2.4704, -0.4701)
H (-1.9433, 6.1853, 2.7664)
H (-2.6311, 6.5589, 1.1810)
H (-1.1769, 5.5894, 1.2821)
H (-3.1959, 4.5608, 3.9715)
H (-5.1243, 1.3118, 1.9762)
H (-4.3204, 2.1613, -0.1888)
H (-2.2848, 4.0956, -2.4117)
H (-3.6730, 3.1327, -1.9115)
I (-2.7323, -1.3958, 4.9162)
C (-2.0670, -0.3159, 3.3010)
C (-1.5739, 0.9715, 3.3067)
N (-1.2911, 1.2758, 2.0362)
N (-1.5717, 0.2715, 1.1926)
C (-2.0390, -0.7070, 1.9579)
H (-1.4341, 1.6786, 4.1062)
H (-0.9870, 2.1559, 1.6369)
H (-2.3609, -1.6391, 1.5233)

Atomic forces in eV per Å
Co 0.31 -0.15 -0.26
N 0.20 -0.28 -0.01
C -0.10 0.07 -0.14
C -0.01 0.00 -0.03
C -0.05 -0.01 -0.05
C 0.00 -0.02 0.00
N 0.03 -0.06 0.10
C -0.13 0.01 0.00
N 0.10 0.04 0.06
N 0.01 -0.02 -0.04
C 0.10 -0.30 0.08
O -0.04 0.01 -0.05
O -0.24 0.59 0.11
H 0.00 0.00 0.02
H -0.05 -0.10 -0.01
H 0.00 0.04 0.04
H 0.00 -0.01 0.02
H -0.01 0.00 0.01
H 0.02 0.02 -0.01
H -0.01 0.00 -0.01
H 0.00 0.02 0.00
H -0.01 0.02 0.01
H 0.14 0.04 -0.02
H 0.04 -0.01 -0.02
H -0.09 -0.03 0.05
H 0.01 -0.01 0.01
H -0.01 0.05 0.01
C 0.01 0.03 0.01
C -0.06 -0.04 0.03
C 0.01 0.02 -0.04
C 0.05 -0.03 0.04
Cl -0.01 0.01 -0.01
C 0.04 0.00 -0.01
C 0.02 0.00 0.02
C 0.02 0.03 -0.03
O -0.02 -0.04 0.03
C 0.04 0.04 -0.04
C -0.17 -0.44 -0.28
O -0.20 0.76 0.34
O 0.14 -0.17 0.06
H 0.00 0.00 0.00
H 0.00 0.00 0.00
H 0.00 0.00 -0.01
H 0.00 0.00 0.00
H -0.01 0.01 0.00
H -0.01 0.00 0.01
H 0.02 0.02 0.03
H 0.01 -0.01 -0.01
I 0.03 -0.10 0.03
C 0.07 0.06 -0.02
C -0.05 0.09 0.02
N 0.01 -0.02 -0.17
N 0.01 -0.10 0.23
C -0.11 0.04 -0.14
H -0.02 -0.01 0.02
H 0.01 0.00 0.02
H -0.02 -0.02 0.02

***

[3]
DFT (the ωB97M-V functional and the def2-TZVPD basis) results for C18H25ClN2Sn as an isolated structure at a distorted geometry.

Computed properties:
HOMO energy (alpha / beta) = -0.50262 / -0.50149 Eh
charge = +2
ΔE to the lowest compared entry with this formula, charge and spin = 67.1 kJ/mol
largest force on an atom = 0.0525 hartree/bohr
orbital gap (alpha / beta) = 5.27 / 5.30 eV

Cartesian coordinates (Å):
C (-2.1482, -4.5658, -1.1849)
C (-3.0627, -4.4245, -0.0444)
C (-2.5991, -4.2064, -2.5342)
C (-0.8554, -5.2348, -0.9952)
Cl (-0.8659, -1.6836, -0.6728)
H (-3.1102, -5.1408, -2.9136)
H (-1.7524, -3.9490, -3.2210)
H (-3.3362, -3.3630, -2.5339)
H (-3.6369, -5.3982, -0.0293)
H (-3.7843, -3.5812, -0.1635)
H (-2.5236, -4.3123, 0.9265)
H (-1.0916, -6.3333, -1.1208)
H (-0.4357, -5.0744, 0.0273)
H (-0.0922, -4.9388, -1.7551)
C (-1.0984, 3.4451, -0.1205)
C (-1.0105, 2.8357, -1.3858)
C (-1.6096, 1.5484, -1.2864)
H (-0.6127, 3.3056, -2.2966)
C (-2.0587, 1.3671, 0.0988)
C (-1.7090, 2.5728, 0.7960)
H (-1.9537, 2.7977, 1.8466)
H (-0.8062, 4.4693, 0.0936)
H (-1.8914, 0.9012, -2.1240)
H (-2.7094, 0.5690, 0.4735)
C (3.2251, 0.8773, -0.4335)
C (2.9228, 2.0640, -1.1339)
C (1.9671, 1.7981, -2.1305)
H (3.3957, 3.0271, -0.9664)
C (1.6694, 0.4037, -2.0846)
C (2.4718, -0.1857, -1.0197)
H (2.5630, -1.2505, -0.7886)
H (3.9582, 0.7709, 0.3838)
H (1.5584, 2.5268, -2.8453)
H (1.0940, -0.1580, -2.8285)
Sn (0.1475, 0.2511, 0.0991)
C (1.2444, 0.6314, 3.5812)
C (1.4920, 1.9177, 2.8387)
N (1.2398, 2.1747, 1.5528)
C (1.6532, 3.4904, 1.3173)
C (2.1341, 4.0151, 2.4611)
N (2.0391, 3.0259, 3.4085)
H (2.2239, 0.2965, 3.9721)
H (0.5642, 0.8794, 4.4178)
H (0.7961, -0.1160, 2.8932)
H (1.5607, 3.9640, 0.3436)
H (2.5418, 4.9798, 2.7017)
H (2.2917, 3.0105, 4.3802)

Atomic forces in eV per Å
C -0.01 -0.02 0.03
C -0.21 0.40 0.52
C 0.01 0.64 -0.54
C 0.71 0.08 0.15
Cl -0.72 -1.92 -0.43
H 0.34 0.73 0.16
H -0.72 -0.50 0.58
H 0.46 -0.94 0.06
H 0.34 0.73 0.08
H 0.45 -0.84 -0.06
H -0.41 -0.34 -0.78
H 0.28 0.75 0.10
H -0.49 -0.32 -0.76
H -0.75 -0.41 0.46
C -0.68 0.06 0.90
C -0.87 -1.45 -0.46
C 0.93 1.07 -1.21
H -0.29 -0.42 0.58
C 0.76 0.47 1.45
C -0.51 0.12 -0.10
H 0.27 -0.22 -0.74
H 0.03 -0.29 0.04
H 0.29 0.25 0.42
H 0.20 0.44 -0.27
C 0.23 -0.79 -0.16
C 0.72 -0.51 0.43
C -0.83 -1.72 -0.74
H -0.12 -0.22 0.03
C -0.70 2.21 -1.19
C 0.79 0.68 2.23
H 0.10 0.40 -0.26
H -0.61 0.08 -0.61
H 0.27 -0.58 0.46
H 0.19 0.29 0.40
Sn 0.70 2.53 -0.64
C 0.22 0.86 -0.12
C -0.03 0.52 -1.03
N 0.12 -0.22 0.37
C -0.34 -0.40 -0.39
C 0.29 0.21 0.47
N -0.56 -1.35 -0.13
H -0.67 -0.24 -0.11
H 0.26 -0.58 -0.33
H 0.31 0.34 0.66
H 0.02 -0.23 0.43
H 0.00 0.06 -0.09
H 0.23 0.57 0.12

***

no.,total energy (Eh)
1,-4798.6250
2,-3546.2225
3,-1484.1913